A.
C5H12Si | the ωB97M-V functional and the def2-TZVPD basis

XYZ file:
```
18
Properties=species:S:1:pos:R:3:lowdin_charge:R:1
C -0.51 -0.40 -1.96 -0.19
C -1.14 -0.04 -1.01 -0.19
C 0.34 -0.80 -3.05 -0.12
C 2.46 -0.03 1.20 -0.01
C -1.31 0.66 2.08 -0.29
Si -2.30 0.44 0.40 0.60
H 1.56 0.07 1.88 0.03
H 1.43 -0.75 -2.87 0.09
H 0.25 -1.79 -3.25 0.03
H 0.21 -0.28 -4.04 0.10
H 2.83 -1.04 1.25 0.03
H 3.27 0.54 1.43 -0.02
H 2.23 0.13 0.22 -0.02
H -0.53 -0.12 2.27 0.01
H -0.64 1.59 2.06 0.03
H -2.04 0.92 2.87 0.01
H -3.09 -0.78 0.68 -0.05
H -3.00 1.68 -0.15 -0.04
```

The HOMO-LUMO gap comes out at 0.3915 Eh. As for the SMILES: CC#C[SiH2]C.C. The LUMO energy is 0.91 eV. Its net charge is 0.

***

B.
C5H12Si | the ωB97M-V functional and the def2-TZVPD basis

XYZ file:
```
18
Properties=species:S:1:pos:R:3:lowdin_charge:R:1
C -3.04 0.43 1.01 -0.10
C -1.90 -0.28 0.82 -0.34
C 2.73 -0.31 0.37 -0.26
C -0.48 1.43 -1.59 -0.26
C 1.78 -1.43 0.63 -0.13
Si -0.65 -0.26 -0.65 0.78
H -3.75 0.26 1.83 0.05
H -3.58 0.77 0.13 0.04
H -1.35 -0.72 1.73 0.05
H 3.46 -0.52 -0.44 0.07
H 2.39 0.66 0.14 0.02
H 3.41 -0.22 1.32 0.09
H -0.46 1.27 -2.63 -0.01
H -1.28 2.18 -1.54 0.03
H 0.40 1.97 -1.30 -0.01
H 1.21 -1.55 1.65 0.06
H 1.99 -2.35 0.17 -0.01
H -0.89 -1.32 -1.65 -0.08
```

The HOMO-LUMO gap (alpha / beta) comes out at 0.2760 / 0.2851 Eh. The LUMO energy (alpha / beta) is 0.28 / 0.07 eV. Its net charge is 0.

***

Relative stability in eV, measured from the most stable structure: A 0.000; B 2.112

***

A.
C5H6ClNS | the ωB97M-V functional and the def2-TZVPD basis

XYZ file:
```
14
Properties=species:S:1:pos:R:3:lowdin_charge:R:1
C 2.10 -0.31 -0.10 -0.34
C -0.30 -1.23 -0.05 -0.28
C -1.48 -0.24 -0.01 -0.48
C 0.01 1.58 0.69 -0.32
C 0.83 -0.38 -0.62 -0.68
N 3.14 -0.19 0.43 0.14
S -1.16 0.64 1.53 0.89
Cl 0.65 0.09 -2.34 0.65
H -0.16 -1.59 0.91 0.06
H -0.39 -2.15 -0.77 0.16
H -1.41 0.50 -0.76 0.02
H -2.48 -0.72 0.11 0.09
H 0.93 2.09 1.23 0.10
H -0.27 1.92 -0.24 -0.02
```

The HOMO-LUMO gap (alpha / beta) comes out at 0.2609 / 0.2873 Eh. The LUMO energy (alpha / beta) is -0.93 / -0.55 eV. Its net charge is 0.

***

B.
C5H6ClNS | the ωB97M-V functional and the def2-TZVPD basis

XYZ file:
```
14
Properties=species:S:1:pos:R:3:lowdin_charge:R:1
C -2.05 -0.36 -0.42 -0.61
C -1.70 0.78 0.14 -0.19
C -0.34 1.42 -0.10 -0.07
C 0.86 0.79 -0.07 -0.14
C 2.23 -1.21 0.22 -0.76
H -1.38 -0.97 -1.08 0.10
H -2.38 1.34 0.78 0.10
H -0.44 2.48 -0.21 0.09
H 1.77 1.35 -0.31 0.09
H 0.22 -1.03 0.59 0.12
H 2.11 -2.29 0.62 0.10
N 1.03 -0.55 0.23 -0.06
S 3.65 -0.65 -0.26 0.64
Cl -3.58 -1.09 -0.11 0.60
```

The HOMO-LUMO gap comes out at 0.3172 Eh. As for the SMILES: S=CN/C=C\C=C\Cl. The LUMO energy is 0.06 eV. Its net charge is 0.

***

Relative stability in eV, measured from the most stable structure: A 2.349; B 0.000

***

A.
C4H9FN2 | the ωB97M-V functional and the def2-TZVPD basis

XYZ file:
```
16
Properties=species:S:1:pos:R:3:lowdin_charge:R:1
C 0.26 1.23 -0.44 -0.13
C -0.05 0.22 0.73 -0.32
C -0.53 -1.06 0.23 -0.33
C 0.39 -2.14 -0.01 -0.11
H 0.97 3.22 -0.23 0.03
H -0.51 3.03 0.16 0.02
H -0.59 1.20 -1.07 0.09
H 1.06 0.81 -1.00 0.10
H -0.79 0.73 1.38 0.15
H -1.56 -1.26 0.57 0.15
H 1.39 -1.88 0.09 0.09
H 0.18 -3.19 0.27 0.12
H -1.25 -2.02 -1.38 0.09
N 0.36 2.62 0.27 0.03
N -0.39 -1.57 -1.13 0.04
F 1.07 0.09 1.55 -0.02
```

The HOMO-LUMO gap comes out at 0.3778 Eh. As for the SMILES: NC[C@H](F)[C@@H]1CN1. The LUMO energy is 0.96 eV. Its net charge is 0.

***

B.
C4H9FN2 | the ωB97M-V functional and the def2-TZVPD basis

XYZ file:
```
16
Properties=species:S:1:pos:R:3:lowdin_charge:R:1
C -0.38 -0.13 -0.84 -0.34
C -1.17 0.18 0.50 -0.14
C 1.11 0.33 1.09 -0.18
C 1.02 0.25 -0.42 -0.27
H -0.16 -1.86 -2.02 0.11
H -1.40 -1.88 -1.00 0.07
H -0.61 0.62 -1.69 0.17
H -1.62 -0.79 0.85 0.12
H -2.00 0.77 0.40 0.08
H -0.23 1.74 1.47 0.10
H 1.92 1.08 1.48 0.16
H 1.23 -0.69 1.52 0.13
H 1.85 -0.35 -0.77 0.13
N -0.43 -1.56 -1.04 0.02
N -0.21 0.73 1.50 -0.07
F 1.09 1.55 -1.03 -0.08
```

The HOMO-LUMO gap comes out at 0.3750 Eh. As for the SMILES: N[C@H]1CNC[C@@H]1F. The LUMO energy is 1.11 eV. Its net charge is 0.

***

Relative stability in eV, measured from the most stable structure: A 1.209; B 0.000

***

A.
C16H44N4O4 | the ωB97M-V functional and the def2-TZVPD basis

XYZ file:
```
68
Properties=species:S:1:pos:R:3:lowdin_charge:R:1
C -6.78 4.35 -0.84 -0.06
C -5.80 4.38 -1.98 -0.46
C -4.59 5.26 -1.88 -0.21
O -3.90 5.38 -3.13 -0.22
C -3.16 6.60 -3.36 -0.09
N -5.40 2.99 -2.20 0.03
H -6.94 5.40 -0.60 0.07
H -6.38 3.97 0.10 0.08
H -7.66 3.82 -1.18 0.08
H -6.18 4.67 -2.96 0.14
H -3.84 4.82 -1.22 0.13
H -4.74 6.28 -1.52 0.12
H -2.74 6.65 -4.36 0.09
H -2.53 6.95 -2.53 0.09
H -3.96 7.33 -3.43 0.08
H -4.42 3.01 -2.43 0.06
H -5.96 2.63 -2.96 0.07
C 2.29 9.85 5.77 -0.07
C 1.28 9.07 4.92 -0.51
C 1.22 7.65 5.25 -0.16
O 0.93 6.97 3.94 -0.21
C 0.53 5.62 4.00 -0.13
N 0.01 9.69 4.90 0.05
H 2.07 9.88 6.83 0.08
H 2.34 10.90 5.48 0.07
H 3.29 9.43 5.65 0.08
H 1.79 9.23 3.97 0.13
H 0.56 7.50 6.11 0.13
H 2.16 7.19 5.54 0.12
H 0.63 5.20 2.99 0.08
H -0.54 5.57 4.19 0.08
H 1.16 5.04 4.67 0.08
H -0.07 10.66 4.65 0.08
H -0.67 9.14 4.40 0.08
C -0.83 -1.91 -0.69 -0.06
C 0.46 -2.65 -0.43 -0.49
C 0.84 -2.65 1.06 -0.16
O 1.27 -1.32 1.44 -0.20
C 2.33 -0.68 0.71 -0.10
N 0.28 -3.97 -0.94 0.02
H -1.62 -2.25 -0.02 0.08
H -1.22 -2.06 -1.69 0.08
H -0.62 -0.85 -0.58 0.08
H 1.35 -2.30 -0.97 0.12
H 1.54 -3.47 1.24 0.12
H -0.08 -2.70 1.64 0.12
H 2.01 -0.54 -0.32 0.07
H 3.23 -1.30 0.61 0.08
H 2.62 0.28 1.13 0.09
H -0.41 -4.45 -0.38 0.08
H 1.14 -4.50 -0.99 0.07
C 3.96 -10.08 -1.11 -0.06
C 3.78 -11.29 -2.02 -0.45
C 3.21 -10.96 -3.38 -0.22
O 1.94 -10.35 -3.31 -0.17
C 1.06 -10.56 -4.39 -0.12
N 4.99 -12.09 -2.05 0.04
H 3.05 -9.64 -0.72 0.07
H 4.45 -9.26 -1.63 0.07
H 4.56 -10.23 -0.21 0.07
H 3.08 -11.96 -1.51 0.14
H 3.05 -11.96 -3.78 0.11
H 3.90 -10.50 -4.10 0.13
H 0.12 -10.02 -4.24 0.09
H 0.92 -11.64 -4.41 0.08
H 1.37 -10.43 -5.42 0.08
H 5.52 -11.83 -2.87 0.06
H 4.78 -13.01 -2.42 0.07
```

The HOMO-LUMO gap comes out at 0.3517 Eh. As for the SMILES: COC[C@H](C)N.COC[C@H](C)N.COC[C@H](C)N.COC[C@H](C)N. The LUMO energy is 0.74 eV. Its net charge is 0.

***

B.
C16H44N4O4 | the ωB97M-V functional and the def2-TZVPD basis

XYZ file:
```
68
Properties=species:S:1:pos:R:3:lowdin_charge:R:1
C 1.70 -3.77 1.02 -0.06
C 0.20 -3.64 0.94 -0.49
C -0.40 -4.32 -0.28 -0.18
O -1.84 -4.37 -0.23 -0.16
C -2.58 -4.18 -1.40 -0.13
N -0.38 -4.06 2.17 0.06
H 2.08 -4.79 0.96 0.08
H 2.14 -3.13 1.78 0.07
H 2.19 -3.39 0.12 0.07
H 0.07 -2.59 0.68 0.08
H 0.01 -5.33 -0.38 0.12
H 0.02 -3.92 -1.20 0.11
H -2.37 -3.27 -1.98 0.04
H -3.65 -4.09 -1.25 0.10
H -2.46 -4.96 -2.15 0.09
H 0.03 -4.97 2.31 0.07
H -1.36 -4.27 2.04 0.07
C 0.14 0.64 -1.34 -0.09
C -0.49 -0.74 -1.03 -0.36
C -1.77 -1.06 -1.85 -0.16
O -1.38 -1.26 -3.20 -0.18
C -2.47 -1.09 -4.09 -0.10
N 0.61 -1.65 -1.16 0.04
H 0.42 0.87 -2.36 0.11
H 0.98 0.97 -0.72 0.06
H -0.52 1.48 -1.11 0.02
H -0.76 -0.84 0.02 0.10
H -2.44 -0.21 -1.77 0.13
H -2.23 -1.96 -1.42 0.08
H -2.78 -0.05 -4.24 0.09
H -3.36 -1.66 -3.81 0.08
H -2.27 -1.52 -5.08 0.09
H 1.46 -1.25 -0.79 0.09
H 0.73 -1.74 -2.16 0.09
C -0.31 1.22 1.22 -0.08
C -0.18 0.07 2.20 -0.41
C 0.88 0.15 3.31 -0.19
O 2.21 0.35 2.89 -0.17
C 3.26 -0.27 3.60 -0.10
N -1.49 -0.12 2.75 0.06
H -0.94 1.03 0.35 0.07
H 0.69 1.34 0.82 0.04
H -0.64 2.11 1.75 0.13
H 0.13 -0.83 1.67 0.11
H 0.96 -0.83 3.80 0.12
H 0.45 0.73 4.13 0.12
H 3.20 -0.15 4.69 0.09
H 4.19 0.16 3.24 0.09
H 3.41 -1.31 3.32 0.08
H -1.45 -0.96 3.31 0.07
H -1.60 0.60 3.44 0.07
C 0.95 2.90 -0.15 -0.12
C -0.16 3.95 -0.31 -0.35
C 0.45 5.02 -1.26 -0.22
O 1.64 5.51 -0.66 -0.18
C 1.90 6.77 -1.28 -0.11
N -1.38 3.31 -0.79 0.03
H 1.44 2.57 -1.07 0.09
H 0.66 2.00 0.39 -0.10
H 1.67 3.42 0.48 0.10
H -0.38 4.36 0.68 0.14
H -0.29 5.79 -1.47 0.11
H 0.65 4.59 -2.23 0.13
H 2.99 6.76 -1.33 0.09
H 1.56 7.65 -0.73 0.08
H 1.43 6.89 -2.26 0.08
H -1.92 2.80 -0.11 0.07
H -1.20 2.57 -1.45 0.04
```

The HOMO-LUMO gap comes out at 0.3431 Eh. The LUMO energy is 0.79 eV. Its net charge is 0.

***

Relative stability in eV, measured from the most stable structure: A 0.000; B 5.274